Entry from the Open Molecules 2025 dataset: one molecule with the formula C5H8O2 in a non-equilibrium geometry (wB97M-V/def2-TZVPD).

Structure (ORCA input):
```
! wB97M-V def2-TZVPD RIJCOSX def2/J DEFGRID3
* xyz 0 1
O 0.460 0.256 2.002
C 0.159 1.162 1.027
C -0.331 0.497 -0.227
C -1.023 -0.895 -0.145
C -0.485 -1.664 -1.301
O -0.767 -2.700 -1.813
C 1.035 0.341 -0.881
H 0.722 0.717 2.809
H -0.260 2.111 1.376
H 1.489 1.170 -0.155
H -0.899 1.262 -0.772
H -0.667 -1.402 0.767
H -2.122 -0.922 -0.160
H 1.562 -0.576 -0.596
H 1.127 0.641 -1.932
*
```

Calculated values
Lowest unoccupied orbital energy (spin up / spin down) (eV): 0.4 / 0.6
Frontier orbital gap (spin up / spin down) (eV): 7.6 / 8.0
HOMO level (spin up / spin down) (eV): -7.18 / -7.34



Entry from the Open Molecules 2025 dataset: an isolated ion of composition C10H17N4 and charge +1 in a non-equilibrium geometry (wB97M-V/def2-TZVPD).

Structure (ORCA input):
```
! wB97M-V def2-TZVPD RIJCOSX def2/J DEFGRID3
* xyz 1 1
N -1.697 -2.220 1.819
C -2.000 -1.510 0.647
C -2.507 -0.273 0.671
N -3.165 0.728 0.295
C -2.678 1.896 -0.350
N -1.451 1.706 -1.182
C -0.451 1.067 -0.551
C -0.097 1.433 0.721
C 1.015 0.909 1.591
C 2.182 0.218 0.755
N 1.780 0.122 -0.710
C 0.349 -0.190 -1.158
C -0.095 -1.644 -0.858
C -1.605 -1.921 -0.734
H -1.769 -1.393 2.590
H -0.933 -2.800 1.777
H -3.351 2.386 -1.008
H -2.373 2.724 0.358
H -1.687 1.579 -2.171
H -0.546 2.342 1.145
H 1.419 1.803 2.045
H 0.692 0.268 2.423
H 3.160 0.695 0.816
H 2.267 -0.809 1.128
H 1.659 1.102 -1.052
H 2.493 -0.232 -1.306
H 0.205 -0.152 -2.189
H 0.366 -2.030 0.005
H 0.273 -2.146 -1.783
H -1.793 -2.966 -0.851
H -2.165 -1.388 -1.447
*
```

Calculated values
Lowest unoccupied orbital energy (eV): -3.1
SMILES string: NC1=C=NCNC2=CCC[NH2+][C@H]2CC1
Frontier orbital gap (eV): 7.1
HOMO level (eV): -10.18



Entry from the Open Molecules 2025 dataset: C38H42N3O9P2Tl as an isolated structure in a non-equilibrium geometry (wB97M-V/def2-TZVPD).

Structure (ORCA input):
```
! wB97M-V def2-TZVPD RIJCOSX def2/J DEFGRID3
* xyz -2 1
Tl -0.045 1.986 -1.764
C 0.293 3.901 2.648
N 1.118 2.694 2.307
C 2.476 2.771 2.812
C 3.618 2.069 2.001
C 3.906 2.694 0.622
N 4.262 1.548 -0.347
C 3.866 1.633 -1.551
C 3.944 0.565 -2.502
C 4.802 -0.474 -2.278
C 4.790 -1.630 -3.079
C 3.854 -1.718 -4.134
C 2.970 -0.659 -4.319
C 2.968 0.535 -3.569
O 2.043 1.443 -3.746
C 0.265 1.534 2.624
C 0.917 0.197 2.701
C 1.338 -0.429 1.356
N 0.204 -0.903 0.555
C 0.309 -2.033 -0.023
C -0.484 -2.542 -1.140
C 0.162 -3.369 -2.094
C -0.492 -3.963 -3.145
C -1.780 -3.476 -3.446
C -2.507 -2.690 -2.538
C -1.876 -2.283 -1.374
O -2.695 -1.589 -0.440
H 0.391 4.084 3.733
H -0.710 3.852 2.318
H 0.712 4.728 2.052
H 2.531 2.418 3.881
H 2.735 3.821 2.888
H 3.535 0.998 1.830
H 4.491 2.188 2.640
H 4.739 3.398 0.587
H 3.057 3.296 0.282
H 3.399 2.576 -1.902
H 5.523 -0.338 -1.493
H 5.534 -2.395 -2.915
H 3.746 -2.606 -4.741
H 2.190 -0.774 -5.111
H -0.544 1.534 1.838
H -0.172 1.659 3.667
H 0.202 -0.450 3.238
H 1.799 0.211 3.328
H 2.085 -1.248 1.501
H 1.684 0.411 0.687
H 1.110 -2.757 0.268
H 1.241 -3.449 -1.958
H -0.030 -4.642 -3.858
H -2.265 -3.686 -4.383
H -3.487 -2.231 -2.707
C -2.105 4.752 -5.142
C -0.880 3.860 -5.278
O -0.338 3.909 -6.617
P 0.512 4.471 -4.268
O 1.847 3.872 -4.836
O 0.664 6.068 -4.566
O 0.315 4.260 -2.787
P -1.302 2.000 -4.982
O 0.016 1.233 -5.541
O -2.527 1.693 -5.830
O -1.396 1.698 -3.487
H -1.770 5.708 -5.520
H -2.464 4.863 -4.115
H -2.827 4.351 -5.833
H 0.006 3.000 -6.765
H 2.166 3.133 -4.238
H 1.008 6.245 -5.469
H 0.739 1.212 -4.849
C -2.871 -1.987 0.760
C -2.977 -2.425 1.930
C -2.877 -2.687 3.273
C -2.591 -4.071 3.631
C -2.108 -5.029 2.774
C -1.981 -6.354 3.142
C -2.300 -6.780 4.431
C -2.848 -5.830 5.312
C -3.027 -4.525 4.929
C -3.108 -1.526 4.153
C -3.832 -0.391 3.754
C -4.229 0.534 4.698
C -3.743 0.547 5.971
C -2.867 -0.488 6.350
C -2.592 -1.518 5.472
H -1.851 -4.780 1.762
H -1.459 -7.002 2.460
H -2.277 -7.848 4.686
H -2.971 -6.096 6.390
H -3.558 -3.825 5.578
H -4.104 -0.380 2.693
H -4.928 1.312 4.364
H -4.052 1.255 6.740
H -2.355 -0.563 7.319
H -1.879 -2.279 5.747
*
```

Calculated values
Lowest unoccupied orbital energy (eV): 3.9
Frontier orbital gap (eV): 4.3
HOMO level (eV): -0.34



Entry from the Open Molecules 2025 dataset: C23H43Br9O10S5 as an isolated structure in a non-equilibrium geometry (wB97M-V/def2-TZVPD).

Structure (ORCA input):
```
! wB97M-V def2-TZVPD RIJCOSX def2/J DEFGRID3
* xyz 0 1
C -2.569 -3.987 1.643
Br -4.194 -4.773 0.989
Br -2.866 -2.131 2.119
Br -1.191 -4.142 0.342
H -2.306 -4.501 2.553
C -4.224 -2.283 -2.750
Br -5.014 -1.711 -1.113
Br -4.145 -0.829 -3.995
Br -5.168 -3.768 -3.522
H -3.218 -2.631 -2.570
C 3.147 1.392 -3.030
Br 4.023 1.301 -1.297
Br 4.182 0.389 -4.297
Br 3.004 3.230 -3.540
H 2.166 0.943 -3.018
C -1.421 1.460 -7.615
C -1.014 0.966 -9.010
C 0.508 0.915 -9.057
S 1.079 0.567 -7.391
O 2.014 1.585 -7.027
O 1.415 -0.829 -7.326
C -0.510 0.827 -6.576
H -2.472 1.319 -7.382
H -1.192 2.534 -7.626
H -1.462 1.558 -9.807
H -1.425 -0.041 -9.180
H 0.897 1.916 -9.264
H 0.958 0.228 -9.765
H -0.360 1.440 -5.698
H -0.771 -0.185 -6.268
C -2.935 1.487 3.671
C -2.063 0.425 4.356
C -1.838 0.934 5.770
S -1.493 2.676 5.517
O -0.076 2.884 5.454
O -2.292 3.450 6.419
C -2.191 2.760 3.858
H -3.925 1.469 4.131
H -3.072 1.255 2.614
H -1.113 0.324 3.825
H -2.569 -0.535 4.378
H -0.994 0.514 6.306
H -2.768 0.863 6.328
H -1.304 2.747 3.215
H -2.616 3.756 3.765
C -1.036 0.003 0.628
C 0.466 0.194 0.335
C 0.797 -0.801 -0.762
S -0.588 -0.667 -1.889
O -1.055 -1.982 -2.268
O -0.292 0.295 -2.909
C -1.718 0.076 -0.714
H -1.427 0.716 1.350
H -1.072 -1.000 1.068
H 1.104 -0.015 1.194
H 0.695 1.214 0.010
H 0.782 -1.838 -0.437
H 1.642 -0.521 -1.382
H -2.700 -0.371 -0.813
H -1.779 1.117 -1.043
C 2.998 3.851 2.493
C 2.289 3.962 3.865
C 0.933 4.621 3.632
S 0.384 4.111 1.993
O 0.090 5.301 1.243
O -0.571 3.036 2.044
C 1.943 3.329 1.546
H 3.819 3.143 2.628
H 3.488 4.770 2.165
H 2.848 4.470 4.643
H 2.101 2.933 4.198
H 1.100 5.696 3.538
H 0.096 4.470 4.309
H 2.101 3.346 0.470
H 1.711 2.292 1.808
C 3.375 -4.397 1.972
C 2.101 -3.557 2.058
C 1.323 -4.090 3.241
S 1.517 -5.894 3.138
O 0.439 -6.490 2.420
O 1.823 -6.279 4.491
C 3.001 -5.883 2.132
H 4.050 -4.158 2.800
H 3.945 -4.211 1.063
H 1.511 -3.559 1.147
H 2.460 -2.541 2.247
H 0.290 -3.782 3.337
H 1.902 -3.855 4.134
H 2.720 -6.318 1.173
H 3.770 -6.503 2.578
*
```

Calculated values
Lowest unoccupied orbital energy (eV): -0.3
Frontier orbital gap (eV): 9.7
HOMO level (eV): -9.95



Computed relative energy (zero: lowest compared OMol25 entry of this formula, charge and spin), in the same sequence as the records: 5.015, 2.829, 0.613, 1.310 eV.